# 1
Molecular formula: C16H19Br3Cl18O9
Method: DFT, ωB97M-V with the def2-TZVPD basis set

As for the multiplicity: 2. For the max |F|, the calculation gives 3.82 eV/A. The value obtained for the LUMO energy (alpha / beta) is 1.184 / 1.183 eV. Its total charge is -1. The HOMO-LUMO gap (alpha / beta) comes out at 1.505 / 6.157 eV.

Geometry as XYZ:
```
65
C16H19Br3Cl18O9 (ωB97M-V with the def2-TZVPD basis set)
Cl -8.00934 7.87782 -17.55125
H -0.99409 5.17782 -11.55359
O 2.03001 3.24895 -18.55881
C -6.30609 7.96643 -17.93988
Cl -3.27872 2.80337 -11.32147
O 0.25787 4.47175 -19.21784
Cl 0.03677 1.60944 -16.28076
H -1.25276 2.00820 -21.96187
C -3.53441 5.17378 -17.84879
C -2.95042 4.05654 -22.92904
Cl 2.72525 1.87165 -14.96815
Cl 1.12380 6.24006 -11.40356
Br -8.09782 6.50201 -20.68939
C -2.52973 3.38903 -20.79487
H -0.39520 10.72303 -18.48604
C -1.67005 6.07801 -16.96965
O -3.54082 3.82675 -21.75838
C -1.70954 4.59052 -16.63453
H -0.98530 3.98944 -17.18435
C 3.33831 3.05205 -19.02320
H 4.23621 4.84897 -19.84673
Cl 0.44277 8.74724 -17.65474
H -2.91564 2.55212 -20.21284
O 2.30570 4.54156 -20.31331
Cl -2.11713 9.89452 -17.06867
H -0.39611 3.47276 -21.41256
H -2.21422 4.12223 -20.05259
H -0.71008 6.47688 -17.29747
H -6.82223 4.61638 -18.15055
C -0.07576 5.16627 -12.14064
O -1.63270 3.75726 -22.89356
Cl -6.87106 2.45320 -17.28120
C -6.61882 5.38049 -21.38074
H -1.52930 4.40277 -15.57605
C -0.47702 10.25609 -17.50451
Cl 0.19581 11.56484 -16.47141
H -5.96054 7.02218 -18.36073
Cl 0.37028 3.40071 -12.33280
H 1.05761 0.36549 -14.55689
H 4.04498 3.42387 -20.91719
C 3.61547 3.98608 -20.08800
Cl -3.78798 4.04582 -13.91524
Cl -9.06729 4.41790 -17.62070
Cl -6.93063 5.00293 -15.80592
C -1.36651 3.05525 -21.68108
H -1.97584 6.67438 -16.11003
Br -6.83992 3.49759 -20.84106
C 1.40405 0.82108 -15.48453
H 3.33435 2.07096 -19.49811
O -4.52829 4.98609 -18.55796
H -5.74744 5.74720 -20.83823
C 1.43470 4.09869 -19.35785
C -4.51324 3.24079 -12.48537
O -2.73061 6.21921 -17.89768
Br -6.43891 5.63605 -23.32580
Cl -5.40677 1.81139 -13.04293
O -3.13202 4.40968 -16.82304
Cl -0.49766 5.93538 -13.65621
C -7.37163 4.14923 -17.33323
H 4.04031 3.09455 -18.19043
Cl -6.01878 9.26344 -19.14149
O -3.49226 4.58472 -23.88784
H -5.27325 3.87835 -12.03370
Cl -5.32837 8.24293 -16.48097
Cl 1.96702 -0.53548 -16.43849
```

=====

# 2
Molecular formula: C16H19BrN8O
Method: DFT, ωB97M-V with the def2-TZVPD basis set

As for the SMILES: Cn1nc(C(C)(C)n2nccn2)cc1Nc1ncc(Br)c(OC2CC2)n1. The relative energy (zero: lowest compared OMol25 entry of this formula, charge and spin) comes out at 0.00 kJ/mol. For the max |F|, the calculation gives 3.06 eV/A. The value obtained for the LUMO energy is 0.553 eV. The HOMO-LUMO gap comes out at 8.803 eV.

Geometry as XYZ:
```
45
C16H19BrN8O (ωB97M-V with the def2-TZVPD basis set)
O -4.29926 1.69931 2.40999
H -0.80486 -0.64554 3.85660
C -4.92594 2.25052 1.25229
C -1.38466 -0.26969 3.01443
C -0.47665 0.78348 -3.36161
C -1.62042 0.03085 0.79766
Br -3.00734 0.83873 5.00652
C -6.32066 2.76066 1.47484
H 4.51065 0.12680 -2.42065
C -3.21012 0.91329 2.17580
H 2.77090 -3.37668 -0.63146
H 2.93184 -3.20965 -2.38554
H 1.20289 -1.22983 0.44778
N -1.25444 -0.07175 -0.49243
H -6.32475 0.55177 1.31993
H 4.76980 1.21587 2.08150
H 4.21526 -1.21682 -3.47907
N 3.96656 -1.03730 0.00818
C 0.00080 -0.24619 -1.10304
N -2.75942 0.70079 0.91499
N 1.65123 -0.31506 -2.66947
C -6.07417 1.43332 0.73982
N 4.03362 0.28533 0.37125
H -4.35080 2.77133 0.47730
N 0.36153 0.03794 -2.42352
C 3.38681 -2.98866 -1.44180
H -0.10094 0.68690 -4.39192
H -6.67255 2.64388 2.53039
H -6.65751 3.66722 0.91301
H 5.45451 -1.31530 -2.23845
H -6.29017 1.41211 -0.33202
H -0.51831 1.84320 -3.05812
C 2.07710 -0.87985 -1.57086
C -2.50929 0.44472 3.23788
C 1.09510 -0.82913 -0.55293
N 4.53548 -1.86624 0.93823
C 4.58423 0.30329 1.53337
C 4.46868 -0.94242 -2.44708
H 4.36869 -3.49181 -1.38875
H -1.92511 0.46898 -1.01909
H -1.47908 0.38423 -3.33194
C 4.83203 -1.03911 1.91110
H 5.24327 -1.32724 2.87556
N -0.95869 -0.49895 1.80618
C 3.46415 -1.45730 -1.35487
```

=====

# 3
Molecular formula: C16H19Cl4MoN8O3S
Method: DFT, ωB97M-V with the def2-TZVPD basis set

As for the multiplicity: 3. For the max |F|, the calculation gives 3.90 eV/A. The value obtained for the LUMO energy (alpha / beta) is -4.307 / -4.002 eV. Its total charge is +1. The HOMO-LUMO gap (alpha / beta) comes out at 6.333 / 6.826 eV.

Geometry as XYZ:
```
52
C16H19Cl4MoN8O3S (ωB97M-V with the def2-TZVPD basis set)
H -1.56307 3.35531 0.52741
Cl 2.88847 -4.83446 1.84850
C 2.35826 -2.59287 0.51186
C -1.59497 1.04030 -1.35934
H -3.67511 4.16130 -2.74977
H -2.09880 3.74124 -3.45865
H 1.70190 -1.39698 4.23692
H 3.78745 2.27170 3.54523
C -3.01346 -4.49222 1.17582
C -2.21247 -3.31090 0.97595
C -1.45961 -2.98877 -0.22865
Cl 6.23321 -2.51207 -1.78429
C -0.88259 0.47938 -2.56068
N -0.81407 -2.26342 -0.80779
C -2.55792 3.64400 0.18249
C 4.75892 -2.53488 -0.89524
H -3.53490 1.71360 0.34903
N -2.64534 1.83932 -1.55017
N 2.91296 2.22190 3.05052
Cl 4.13003 -0.15470 -2.08689
N -3.63104 -5.45345 1.29625
O 1.67059 -0.62200 -0.41876
H -2.44001 4.43573 -0.55883
H -1.45848 -0.32780 -3.01767
C 3.27283 -3.60400 0.70402
H 0.07752 0.08488 -2.26558
H 2.73443 -1.99203 3.08410
H -3.10638 4.05143 1.03500
C 4.47836 -3.57666 0.00134
Cl 5.62858 -4.82253 0.25924
H 3.71165 0.03319 3.79326
H 2.50951 3.07186 2.70065
N 2.12523 -1.22902 3.33635
C 3.83856 -1.50645 -1.06069
H -3.59020 3.51034 -4.39051
H -4.28924 2.81380 -0.77250
H -0.72182 1.25663 -3.30595
C 2.25624 1.07694 2.86922
O -1.34837 -1.44874 1.66285
C -3.28619 2.02256 -2.87136
C 2.66143 -1.55970 -0.36101
C -3.15244 3.44429 -3.39190
C -3.32731 2.46907 -0.40886
S 0.73884 1.16448 2.05355
N -2.15886 -2.41667 1.91669
H -1.65775 1.23414 0.57139
N -1.14261 0.75804 -0.14671
N 2.81355 -0.02581 3.34819
H -4.33822 1.76342 -2.75811
H -2.86618 1.32096 -3.58006
Mo 0.10451 -0.82892 0.61297
O 1.17439 -2.48471 1.14117
```

=====

# 4
Molecular formula: C16H19ClF7N2O2S
Method: DFT, ωB97M-V with the def2-TZVPD basis set

The relative energy (zero: lowest compared OMol25 entry of this formula, charge and spin) comes out at 470.14 kJ/mol. For the max |F|, the calculation gives 4.99 eV/A. The value obtained for the LUMO energy is -3.883 eV. Its total charge is +1. The HOMO-LUMO gap comes out at 5.143 eV.

Geometry as XYZ:
```
48
C16H19ClF7N2O2S (ωB97M-V with the def2-TZVPD basis set)
H 1.61342 -1.67716 -1.35231
F -1.79124 -2.13113 4.40718
H -1.21829 0.56265 -1.49792
C 0.67235 -2.23305 -1.27195
H -0.76420 -2.58290 -5.07041
C 2.93286 3.22065 1.88245
C -2.13799 -2.50870 -1.91528
H 3.07606 1.07653 2.04341
H -2.49138 -2.33337 -4.59245
C 2.05069 4.30075 1.85893
S -1.01967 0.10496 3.16069
H 1.11356 -0.44376 2.17911
N -0.37773 -1.24841 -0.90683
C 1.01748 1.73365 2.26953
H -1.90434 -0.40599 -3.51385
F 0.33599 -1.63229 4.66381
C -0.93360 -0.78471 -3.17685
C 0.48278 0.41713 2.33132
F 1.86533 6.66854 2.10563
C -0.70477 -1.62578 3.79825
H 4.00033 3.37275 1.75746
H -2.29738 -3.59049 -1.84927
C 2.55316 5.66239 1.48004
O -1.17904 0.91592 4.34746
N -1.09678 -2.27433 -2.99413
H -2.34308 -1.13112 -0.22774
H -0.20279 -0.64699 -3.98180
H 0.95203 -2.61543 -3.37474
H -0.89760 2.75179 2.45629
F 3.87609 5.85743 1.75890
O -2.10722 -0.02209 2.20536
H -3.06336 -2.03626 -2.26746
C -1.67677 -1.90573 -0.62515
H 0.49460 0.31420 -1.97379
H 0.12401 -3.93569 -2.51019
F -0.38433 -2.42165 2.73650
C 0.68612 4.14267 2.09036
C 0.17935 2.88040 2.31328
C -0.49231 -0.14844 -1.89934
H 0.73509 -2.95849 -0.45277
C 2.41763 1.95449 2.07022
H -1.49069 -2.65246 0.15574
C -1.53698 -2.80385 -4.32313
F 2.39432 5.84094 0.12347
F 0.05609 -0.59761 0.36669
H 0.02753 4.99924 2.10426
Cl -1.79201 -4.57976 -4.32156
C 0.24670 -2.84946 -2.56743
```

=====

# 5
Molecular formula: C16H19F5GdN6O7S
Method: DFT, ωB97M-V with the def2-TZVPD basis set

As for the multiplicity: 8. The relative energy (zero: lowest compared OMol25 entry of this formula, charge and spin) comes out at 0.00 kJ/mol. For the max |F|, the calculation gives 2.49 eV/A. The value obtained for the LUMO energy (alpha / beta) is 0.419 / 1.738 eV. Its total charge is -1. The HOMO-LUMO gap (alpha / beta) comes out at 5.709 / 7.028 eV.

Geometry as XYZ:
```
55
C16H19F5GdN6O7S (ωB97M-V with the def2-TZVPD basis set)
O 10.06963 5.71152 8.65471
C 5.19949 7.57898 8.05758
C 8.92374 8.87051 15.27096
C 6.47010 12.01417 8.74456
C 8.26766 9.97863 14.78162
H 9.75200 7.00476 14.78103
H 4.82904 5.63038 12.25302
H 4.13414 7.80126 12.86379
H 8.21813 6.33510 8.02466
N 7.51830 7.05555 7.97947
H 7.52425 10.87139 12.93987
O 9.42584 7.27956 10.84258
H 10.22144 8.21661 8.44609
C 5.83547 11.96338 6.41423
F 7.15735 10.26211 7.26471
C 9.11738 8.71816 16.79812
H 9.80377 6.22088 9.47647
H 6.18433 6.42007 13.03295
O 8.94677 9.75259 17.45908
O 9.43325 7.56996 17.18276
S 7.33990 11.32932 10.09162
H 10.91057 5.22698 8.78447
H 4.16156 7.54916 11.11052
H 5.02995 9.53680 11.14521
H 7.65778 7.61215 7.12964
N 6.40973 6.26074 10.94855
O 9.53488 5.76437 12.47387
H 9.82919 9.77041 7.93447
N 9.79773 9.13016 8.66850
C 5.28070 13.26653 6.53579
H 5.95148 5.88421 10.08053
O 5.53770 8.63953 8.69986
H 10.31511 9.54483 9.43211
C 5.58266 6.42524 12.09952
H 5.89234 9.35915 12.53016
C 6.47864 11.40626 7.48559
C 5.82520 13.20006 8.85800
N 6.23035 6.53685 7.99128
C 9.39591 6.91767 12.07530
F 4.65053 13.78112 5.47626
F 5.75122 11.24094 5.27968
H 6.01787 5.97622 7.17985
C 4.77475 7.69485 11.96815
F 5.73337 13.77536 10.05912
F 4.80170 15.11348 7.96076
C 9.32175 7.88558 14.38476
H 7.25478 5.68738 11.10656
C 9.10646 8.01128 13.03458
O 4.19527 7.30353 7.47158
H 7.92485 10.77292 15.41811
C 8.04266 10.03810 13.38374
N 8.49166 9.14812 12.50831
C 5.30697 13.89994 7.75405
N 5.63762 8.92478 11.66766
Gd 7.52318 8.59170 9.95370
```